{"formula": "C4H11N2", "method": "wB97M-V/def2-TZVPD", "elements": ["C", "C", "C", "C", "N", "N", "H", "H", "H", "H", "H", "H", "H", "H", "H", "H", "H"], "xyz": [[1.16705, -0.60130, -1.69739], [0.45818, -1.31163, -0.53801], [0.09920, -0.32051, 0.56401], [-1.32443, -0.03748, 0.71453], [-1.76921, 0.79590, 1.57982], [1.08942, 0.26873, 1.10038], [0.65254, 0.28189, -2.06299], [2.08485, -0.23116, -1.22883], [1.44571, -1.26453, -2.51135], [-0.46607, -1.79718, -0.86347], [1.13154, -2.04552, -0.09812], [-2.09078, -0.59056, 0.17328], [-2.42173, 1.51584, 1.27710], [-0.07123, 1.75635, -0.68427], [-1.19656, 1.04073, 2.38379], [0.90935, 0.82648, 1.94182], [0.30218, 1.71395, -0.05032]], "forces_ev_per_a": [[0.7646, 0.2365, 0.7998], [-0.8764, 0.2524, -0.2597], [1.7810, -1.9615, -0.5390], [-0.3228, -0.9582, 1.1428], [0.3307, 1.2715, 0.2367], [-0.5088, -0.7843, 1.3703], [-0.2670, -0.1995, -0.2325], [0.1027, 0.0740, -0.4185], [-0.2101, -0.0631, 0.0370], [0.1557, -0.2356, -0.0482], [-0.1285, -0.1047, -0.0499], [0.2985, 0.6547, -1.0706], [-1.0930, -0.6477, 0.6084], [-0.0562, 0.7333, -0.2226], [0.3324, 0.5008, -0.3447], [-0.1150, 0.3253, -0.3167], [-0.1878, 0.9059, -0.6925]], "nbo_charge": [-0.604, -0.446, 0.186, 0.299, -0.607, -0.444, 0.209, 0.232, 0.245, 0.205, 0.256, 0.253, 0.459, -0.010, 0.425, 0.343, -0.002], "total_charge": 1, "e_homo_ha": -0.5633, "homo_lumo_gap_ev": 8.23, "e_above_lowest_kj_mol": 443.7, "mol_weight_g_mol": 87.1}